{"formula": "C46H134N22O16", "method": "wB97M-V/def2-TZVPD", "orbital_gap_ev": 8.9, "homo_ev": -8.40, "total_charge": 0, "species": ["C", "C", "C", "O", "C", "N", "H", "H", "H", "H", "H", "H", "H", "H", "H", "H", "H", "C", "C", "C", "O", "C", "N", "H", "H", "H", "H", "H", "H", "H", "H", "H", "H", "H", "C", "C", "C", "O", "C", "N", "H", "H", "H", "H", "H", "H", "H", "H", "H", "H", "H", "C", "C", "C", "O", "C", "N", "H", "H", "H", "H", "H", "H", "H", "H", "H", "H", "H", "C", "C", "C", "O", "C", "N", "H", "H", "H", "H", "H", "H", "H", "H", "H", "H", "H", "C", "C", "C", "O", "C", "N", "H", "H", "H", "H", "H", "H", "H", "H", "H", "H", "H", "C", "C", "C", "O", "C", "N", "H", "H", "H", "H", "H", "H", "H", "H", "H", "H", "H", "C", "C", "C", "O", "C", "N", "H", "H", "H", "H", "H", "H", "H", "H", "H", "H", "H", "C", "C", "C", "O", "C", "N", "H", "H", "H", "H", "H", "H", "H", "H", "H", "H", "H", "C", "C", "C", "O", "C", "N", "H", "H", "H", "H", "H", "H", "H", "H", "H", "H", "H", "C", "O", "N", "N", "H", "H", "H", "H", "C", "O", "N", "N", "H", "H", "H", "H", "C", "O", "N", "N", "H", "H", "H", "H", "C", "O", "N", "N", "H", "H", "H", "H", "C", "O", "N", "N", "H", "H", "H", "H", "C", "O", "N", "N", "H", "H", "H", "H"], "coordinates": [[1.97209, 9.75166, 5.49522], [1.05057, 8.70481, 4.88403], [1.20487, 8.57507, 3.39879], [0.11151, 7.72143, 3.03840], [-0.13061, 7.65782, 1.56557], [1.15972, 7.44583, 5.55616], [2.77112, 9.09951, 6.00503], [1.53591, 10.35799, 6.29188], [2.45960, 10.45697, 4.83875], [0.01032, 8.99812, 4.90314], [2.16228, 8.12642, 3.08700], [1.17336, 9.53969, 2.83603], [-0.82337, 6.84295, 1.33352], [0.81161, 7.30457, 1.08362], [-0.48108, 8.63666, 1.17501], [0.37646, 6.77648, 5.30682], [1.98454, 7.03031, 5.13533], [2.70702, -0.92990, -3.48140], [4.12569, -0.43489, -3.76625], [4.00115, 0.54818, -4.92716], [3.55403, -0.00640, -6.15964], [4.43028, -1.14913, -6.49089], [4.73297, 0.16083, -2.64341], [2.38312, -1.47245, -4.35430], [1.99007, -0.09147, -3.54039], [2.72439, -1.56759, -2.62582], [4.66210, -1.33382, -4.06047], [5.02462, 1.00356, -5.07628], [3.26537, 1.33641, -4.66751], [4.11612, -2.03391, -5.93159], [5.51566, -0.90856, -6.30314], [4.37420, -1.26221, -7.57853], [4.51947, -0.41585, -1.79163], [5.75941, 0.23141, -2.76459], [-4.11628, 2.21555, -3.28719], [-5.00798, 1.13340, -2.67633], [-4.18165, 0.38773, -1.54553], [-5.06489, -0.41327, -0.77237], [-4.64278, -1.78564, -0.36499], [-6.20734, 1.83595, -2.25410], [-3.87088, 2.91502, -2.50101], [-4.67535, 2.71963, -4.09067], [-3.21370, 1.75173, -3.65283], [-5.16087, 0.39388, -3.57192], [-3.70785, 1.10263, -0.88897], [-3.45105, -0.20623, -2.02160], [-5.45310, -2.25361, 0.25350], [-3.74924, -1.78585, 0.27357], [-4.61106, -2.45285, -1.20552], [-6.98778, 1.22344, -2.01761], [-6.44983, 2.48187, -3.01640], [2.80254, -5.35359, -4.41620], [1.85453, -6.13664, -3.51531], [2.48429, -7.21711, -2.72214], [3.05321, -6.66643, -1.51434], [2.92275, -7.55913, -0.42029], [1.01798, -5.23528, -2.63166], [2.24934, -4.60796, -5.06258], [3.41898, -5.99161, -5.02519], [3.51576, -4.71899, -3.83255], [1.13706, -6.58699, -4.23244], [3.25577, -7.79114, -3.33496], [1.66233, -7.90313, -2.47877], [2.29351, -7.11694, 0.34940], [3.89355, -7.89444, -0.05889], [2.38877, -8.50289, -0.74072], [1.61586, -4.83493, -1.96007], [0.60568, -4.47758, -3.19400], [0.38371, -5.34368, 0.88383], [-0.32400, -3.97765, 0.79175], [-1.77992, -4.11541, 0.64382], [-2.30906, -4.57663, 1.82241], [-3.68473, -4.73487, 1.88331], [-0.00331, -3.18510, 1.94197], [1.48985, -5.29741, 0.79541], [0.07834, -6.18738, 0.22972], [0.25477, -5.64741, 1.88475], [0.00279, -3.52174, -0.10892], [-2.06944, -4.75701, -0.15594], [-2.20532, -3.14732, 0.35117], [-3.88139, -5.32812, 2.74542], [-4.01439, -5.13455, 0.93659], [-4.29214, -3.80974, 2.01762], [-0.61091, -3.46830, 2.66665], [-0.12086, -2.20403, 1.78949], [5.24073, 0.42993, 2.11822], [3.97306, 0.09160, 1.36016], [3.89541, -1.39461, 1.13559], [4.67291, -1.91050, 0.10741], [4.22121, -3.20392, -0.20056], [2.87543, 0.57331, 2.14395], [5.19329, 0.05110, 3.15019], [5.40751, 1.56247, 2.31792], [6.19128, 0.09549, 1.65533], [3.95423, 0.46688, 0.32706], [2.81751, -1.61802, 0.96664], [4.20938, -2.00223, 2.02426], [4.17514, -3.73309, 0.72618], [4.82601, -3.61175, -1.00500], [3.19731, -3.12621, -0.50808], [2.95931, 1.59820, 2.31462], [2.03916, 0.19835, 1.70341], [-1.70512, 3.10913, 0.81340], [-1.18175, 1.73871, 1.25508], [-0.47497, 1.10476, 0.15098], [-0.22796, -0.30485, 0.31379], [0.76360, -0.65813, -0.61951], [-0.36328, 1.79375, 2.49283], [-0.78498, 3.70439, 0.52369], [-2.17751, 3.58054, 1.66576], [-2.44677, 3.14579, 0.00116], [-2.08932, 1.18249, 1.49214], [0.53244, 1.60825, -0.04758], [-1.04956, 1.24517, -0.77864], [0.53390, -0.40612, -1.65617], [0.94938, -1.72156, -0.49658], [1.72581, -0.15835, -0.41846], [0.05536, 0.85546, 2.63795], [0.43695, 2.40727, 2.26124], [-1.78822, -0.27925, -7.30316], [-1.29672, -0.91126, -6.04158], [-0.63023, -2.29143, -6.27845], [-1.53134, -3.21740, -6.80753], [-0.79069, -4.19603, -7.43709], [-0.35696, -0.01412, -5.40592], [-2.38761, -1.01028, -7.85908], [-0.94840, 0.11621, -7.83639], [-2.44546, 0.57493, -7.16652], [-2.05920, -1.05011, -5.29943], [-0.16181, -2.69190, -5.31912], [0.12690, -2.15874, -7.00463], [-0.14964, -3.77348, -8.18946], [-1.62748, -4.85963, -7.79728], [-0.13755, -4.66338, -6.75008], [0.66894, -0.30535, -5.46539], [-0.59066, 0.07900, -4.42004], [-2.41650, -3.55910, -2.96283], [-2.22156, -5.03759, -3.31938], [-3.60856, -5.72819, -3.27890], [-4.11592, -6.02671, -1.94904], [-3.50812, -7.07704, -1.27219], [-1.62787, -5.03351, -4.65258], [-1.44000, -3.12503, -2.79204], [-3.02286, -3.57928, -2.04025], [-3.01897, -3.10423, -3.81297], [-1.40728, -5.49708, -2.68728], [-3.58134, -6.67611, -3.78758], [-4.34238, -4.99140, -3.63707], [-4.30402, -7.81925, -1.02371], [-2.94455, -6.76612, -0.39752], [-2.79640, -7.62557, -1.93353], [-1.70067, -5.89877, -5.18121], [-2.22095, -4.45001, -5.23393], [1.26663, 0.94747, 5.79289], [0.47963, 0.98471, 7.16843], [0.47488, 2.39944, 7.65271], [1.69965, 3.15893, 7.61765], [2.74812, 2.55518, 8.25943], [-0.89792, 0.52470, 7.09912], [0.65696, 1.28482, 5.00542], [1.71611, -0.05229, 5.56904], [2.12891, 1.65928, 5.89987], [1.08953, 0.34561, 7.77284], [0.13837, 2.36781, 8.70626], [-0.26735, 2.83833, 7.00133], [2.55520, 2.47515, 9.33590], [3.55195, 3.28052, 8.19320], [3.06434, 1.64756, 7.76442], [-1.46786, 1.18410, 6.59643], [-1.41428, 0.36218, 7.96305], [-2.63868, -1.43076, 3.80135], [-3.26929, -1.19217, 2.78459], [-1.62418, -0.64477, 4.16790], [-3.02344, -2.49986, 4.56436], [-1.30005, -0.67067, 5.11652], [-1.66573, 0.27676, 3.72197], [-2.50180, -2.79716, 5.36421], [-3.55826, -3.20597, 4.14075], [2.31655, 4.21799, 3.53966], [3.26934, 3.58375, 3.05196], [2.04807, 4.22608, 4.86293], [1.39952, 4.79150, 2.68589], [1.13341, 4.52229, 5.14236], [2.54069, 3.59782, 5.50256], [0.79423, 5.55860, 3.03689], [1.62421, 4.73108, 1.68310], [0.15399, 2.92310, -3.63482], [0.42594, 1.87521, -3.03932], [0.03334, 2.84922, -5.05045], [0.31150, 4.11745, -3.01273], [-0.36827, 1.98637, -5.48668], [-0.15522, 3.67893, -5.63342], [0.20686, 5.07362, -3.31572], [0.78572, 4.01470, -2.13236], [-4.90043, 2.56009, 1.91859], [-4.32138, 2.87201, 2.93733], [-5.33724, 1.28395, 1.68995], [-5.22525, 3.54141, 1.01706], [-4.99789, 0.51980, 2.29103], [-5.54734, 0.99940, 0.72732], [-5.11890, 4.42984, 1.39220], [-5.97272, 3.34552, 0.34014], [2.86615, 3.13905, -0.51621], [1.84038, 3.82690, -0.22286], [2.95510, 2.34209, -1.59850], [4.03912, 3.35002, 0.25639], [2.20422, 2.15268, -2.19624], [3.78391, 1.85567, -1.86731], [4.71148, 2.59540, 0.18565], [3.99670, 3.65105, 1.17365], [-1.99851, 4.66429, 4.81350], [-1.03375, 5.40438, 5.16769], [-3.25902, 5.15290, 4.76104], [-1.87262, 3.31420, 4.52123], [-3.42115, 6.03992, 5.13910], [-3.94593, 4.60599, 4.32667], [-0.98989, 2.95232, 4.09268], [-2.64624, 2.87522, 4.04564]], "atomic_forces_ev_per_a": [[1.43, -1.38, 1.56], [-0.88, 1.30, -0.55], [0.07, -0.12, -1.42], [-0.42, -0.03, -2.58], [1.29, -0.29, 1.31], [-0.51, -1.61, -0.16], [-0.76, 1.29, -0.65], [-0.28, -0.30, -0.02], [0.05, -0.03, -0.60], [-0.43, 0.42, 0.69], [0.00, -0.23, 0.17], [-0.34, -0.35, 0.52], [-0.32, 0.37, 0.51], [-0.39, 0.72, 0.12], [0.28, -0.61, 0.23], [0.97, 1.32, 0.39], [0.28, -0.49, 0.45], [0.18, 1.09, -1.12], [-1.72, -1.01, -1.39], [0.98, 0.91, -0.18], [1.43, -1.52, 0.36], [0.01, 1.56, -0.51], [0.94, 0.40, 2.18], [0.05, -0.83, -0.29], [0.23, -0.18, 1.15], [-0.60, -0.29, 0.80], [0.39, -0.06, -0.33], [-0.85, -0.07, -0.02], [0.52, -0.29, -0.06], [0.14, 0.00, -0.32], [-1.02, -0.14, 0.21], [-0.36, -0.31, 0.28], [0.69, 0.70, -0.93], [-0.94, -0.16, 0.30], [-0.43, -0.46, 0.27], [1.07, -0.99, -1.25], [-2.37, 0.50, -0.39], [-0.17, -1.72, 0.60], [-1.17, 1.15, 0.73], [-0.12, -0.16, 0.19], [0.17, 0.46, 0.09], [0.46, -0.09, 0.13], [0.42, 0.11, -0.38], [-0.16, 0.74, 1.69], [0.29, 0.47, 0.23], [1.06, -0.73, -0.62], [0.42, 1.01, -0.33], [-0.08, 0.25, -0.47], [0.56, -0.01, -0.72], [0.29, 0.19, -0.27], [-0.29, -0.52, 0.68], [0.31, 1.97, 0.40], [-1.47, 2.02, -1.24], [0.61, -0.68, 0.44], [-0.31, -0.80, -0.73], [-0.69, -1.32, -0.53], [-0.30, -1.11, -1.72], [0.40, -0.98, 0.53], [0.09, -0.38, -0.47], [-0.47, -0.50, -0.14], [0.22, -0.13, 0.51], [-0.77, 0.70, 0.76], [0.33, -0.07, 0.26], [0.34, 0.09, 0.19], [0.11, 0.32, 0.21], [0.49, 0.88, 0.31], [0.85, 0.58, 1.04], [0.31, -0.58, 0.17], [0.91, -0.25, -0.42], [0.99, -1.28, -0.42], [-1.28, 0.97, -0.88], [0.20, -0.20, 1.79], [-0.55, 1.16, -0.56], [1.48, 0.12, -0.27], [-0.60, 0.56, -0.21], [-0.29, 0.87, 0.07], [-0.34, -0.75, 1.34], [0.50, 0.77, -0.84], [-0.06, -0.96, -0.96], [0.01, 0.28, 0.33], [-0.34, -0.93, 0.37], [-0.55, -0.74, -0.19], [0.73, 0.08, -0.08], [-0.63, -0.16, 1.08], [-0.23, 0.62, -0.20], [1.61, 2.17, 0.57], [1.56, 0.02, -0.10], [-1.19, -1.36, 1.91], [0.61, 1.08, -1.38], [0.04, 0.79, -0.17], [-0.21, -0.16, 0.13], [-0.15, -0.30, -0.43], [-0.58, -1.57, -0.64], [-0.65, -0.10, 0.06], [0.34, 0.51, -0.08], [0.40, -0.16, -0.02], [-0.57, 0.75, 0.00], [0.42, -1.20, 0.47], [0.14, -0.28, 0.30], [-0.89, -0.15, -0.60], [-0.63, -1.01, -0.32], [-0.39, 0.95, 0.37], [1.73, 0.96, 0.16], [-1.45, 0.08, 1.07], [1.55, -0.29, -2.15], [0.09, 0.84, 0.04], [0.70, -0.45, 0.16], [0.69, -0.08, -0.54], [-1.10, -0.26, 0.12], [0.01, 0.25, 0.22], [0.44, -0.53, 0.13], [-0.01, -0.56, 0.10], [-1.18, -0.32, 0.40], [0.10, -0.09, 0.04], [-0.44, -0.05, -0.02], [-0.09, -0.18, -0.22], [-0.17, 0.15, 0.07], [-0.31, 0.70, -0.20], [-0.34, -0.23, 0.36], [-1.24, -0.49, -0.38], [0.93, -0.83, 0.47], [-0.84, 0.77, 1.78], [-0.33, 1.35, 0.43], [-2.13, -1.19, -0.91], [2.00, 0.07, 0.68], [0.38, 0.15, -0.33], [0.56, -0.14, -0.71], [-0.09, 0.13, 0.53], [-0.93, -0.26, 0.07], [-0.52, 0.47, -0.91], [1.33, 0.40, -0.77], [0.01, 0.10, -0.99], [1.56, 0.03, -0.21], [0.62, -1.03, 0.95], [-1.91, 0.50, -0.01], [0.52, 0.06, -0.07], [-1.01, -1.08, -0.03], [0.61, -0.32, 0.14], [0.30, 0.32, 1.85], [0.12, 1.31, -0.67], [0.10, -1.73, -0.81], [-0.62, 0.00, -0.90], [-0.01, 0.62, -0.07], [0.35, 0.55, -0.34], [0.86, -0.10, 1.09], [-1.31, 0.21, -0.03], [-0.14, -0.28, -0.81], [0.12, -0.58, -0.47], [0.59, 0.49, 0.25], [-0.09, 0.11, 0.24], [-0.26, 0.30, 0.34], [0.24, -0.57, 0.65], [0.26, 0.53, -0.08], [1.06, -0.57, 1.84], [1.46, -0.31, -1.61], [0.45, 0.48, 1.22], [-2.18, -0.03, -1.26], [0.94, 0.76, 0.86], [-0.34, -0.88, -0.37], [-0.74, 0.40, -1.22], [-0.67, 0.72, 0.10], [-0.87, -0.78, -0.29], [-0.13, -0.54, 0.91], [-0.21, 0.34, -0.28], [0.00, 1.10, 0.09], [-0.06, -0.65, 0.00], [0.44, -0.03, -0.08], [0.13, -0.59, 0.27], [-0.09, 0.37, -0.41], [0.81, 0.06, 0.07], [-1.36, -0.64, -0.61], [-0.61, 0.20, -1.14], [0.65, 0.81, 0.29], [1.09, 0.61, 1.19], [0.27, 0.17, 0.46], [0.21, -0.52, 0.35], [0.31, 0.06, 0.17], [-0.66, -0.53, -0.75], [-0.13, -1.19, -1.19], [0.13, 0.20, 0.42], [0.33, 0.07, 0.17], [-0.26, 0.91, 0.61], [-0.48, 0.21, 0.36], [-0.28, 0.63, -0.67], [0.50, -0.75, -0.42], [-0.07, 0.08, 0.64], [1.57, -0.44, -2.68], [-0.74, 0.04, 0.31], [-1.17, 0.89, 0.17], [-0.21, 0.03, 0.29], [0.77, 0.50, 1.02], [0.15, -0.47, 1.02], [-0.20, -0.54, -0.65], [0.00, 0.08, 0.73], [-1.06, -0.67, -0.19], [0.97, 0.29, 1.44], [0.13, -0.21, -0.74], [-0.83, -2.51, -1.51], [0.07, 0.83, -0.42], [0.13, 0.01, 0.57], [0.06, 1.75, 0.44], [0.69, 0.37, 0.44], [-0.10, 2.41, 1.67], [1.07, -1.36, -0.77], [1.08, 0.49, 1.30], [-0.26, -2.17, -3.82], [-1.80, -0.01, -0.56], [0.79, -0.34, 0.11], [0.02, 0.13, -0.20], [-1.05, 0.96, 2.27], [1.92, 0.60, 0.51], [-1.44, -1.78, -0.65], [1.24, -0.77, 0.02], [1.12, 0.25, -0.17], [-0.27, 1.16, 0.32], [-1.21, -0.61, -0.51], [-0.84, 0.78, 0.51], [-0.43, 0.14, -0.03]]}